{
  "formula": "C2H9NO2",
  "method": "ωB97M-V/def2-TZVPD",
  "total_energy_ev": -7804.1973,
  "homo_ev": -8.2,
  "mol_weight_g_mol": 79.10,
  "e_above_lowest_kj_mol": 51.0,
  "multiplicity": 1,
  "symbols": ["N", "C", "C", "O", "H", "H", "H", "H", "H", "H", "H", "O", "H", "H"],
  "coordinates": [[0.69, -0.36, -1.02], [-0.68, -0.37, -0.60], [-1.18, 0.94, -0.04], [-2.29, 0.64, 0.80], [1.52, -0.09, -0.48], [1.02, -1.08, -1.63], [-1.31, -0.59, -1.50], [-0.89, -1.14, 0.14], [-0.36, 1.45, 0.48], [-1.44, 1.63, -0.85], [-2.71, 1.47, 1.03], [2.88, -0.67, 0.65], [2.73, -0.71, 1.59], [3.19, -1.53, 0.38]],
  "mulliken_charge": [-0.50, -0.28, -0.35, -0.50, 0.23, 0.17, 0.21, 0.25, 0.27, 0.24, 0.29, -0.67, 0.32, 0.32]
}